# 1
Computed, not measured: a molecular structure, C10H19B2F4MgN4O11P2, with wB97M-V/def2-TZVPD.

Summary:
- Lowest unoccupied orbital energy (alpha / beta): -0.2391 / -0.2132 hartree
- Total charge: +1
- HOMO level (alpha / beta): -12.4 / -12.5 eV
- F_max: 0.8 eV/Å

Last column: Mulliken charge in e.
Geometry (Å):
Mg: -0.429 0.083 -0.286  2.456
C: -1.997 -2.748 2.752  -1.697
C: -1.332 -2.016 1.641  0.657
N: -1.331 -0.743 1.498  0.600
O: -1.958 -0.057 2.504  -0.589
B: -1.744 1.380 2.534  0.680
F: -2.005 1.870 3.760  -0.303
F: -2.483 2.019 1.516  -0.338
O: -0.219 1.800 2.307  -0.384
N: 0.455 1.318 1.308  0.272
C: 1.754 1.648 1.278  0.072
C: 2.380 2.558 2.271  -1.695
C: 2.496 1.015 0.246  0.480
N: 1.813 0.044 -0.400  0.624
O: 2.489 -0.625 -1.252  -0.476
B: 2.104 -2.255 -1.381  0.793
F: 2.569 -2.569 -2.608  -0.310
F: 2.806 -2.703 -0.297  -0.306
O: 0.687 -2.578 -1.303  -0.598
N: 0.081 -2.021 -0.192  0.187
C: -0.599 -2.781 0.562  0.120
C: -0.725 -4.257 0.449  -1.851
C: 3.931 1.276 -0.007  -1.623
H: -2.247 -2.075 3.565  0.450
H: -1.363 -3.553 3.121  0.399
H: -2.919 -3.203 2.380  0.315
H: 1.645 2.948 2.967  0.388
H: 2.868 3.390 1.761  0.378
H: 3.150 2.023 2.831  0.369
H: -0.095 -4.622 -0.357  0.396
H: -1.762 -4.534 0.251  0.352
H: -0.430 -4.735 1.383  0.410
H: 4.167 2.326 0.148  0.448
H: 4.202 0.971 -1.014  0.442
H: 4.539 0.689 0.688  0.325
C: -2.257 1.727 -4.350  -1.560
C: -2.777 1.007 -3.145  0.397
O: -3.942 0.382 -3.354  -0.433
P: -2.624 1.865 -1.504  0.933
O: -3.072 3.333 -1.840  -0.537
O: -3.768 1.165 -0.697  -0.566
O: -1.259 1.789 -0.934  -0.855
P: -1.366 -0.629 -2.752  0.820
O: -1.627 -1.560 -3.979  -0.445
O: -2.032 -1.015 -1.485  -0.580
O: -0.062 0.060 -2.698  -0.583
H: -2.919 2.574 -4.546  0.401
H: -2.273 1.067 -5.217  0.425
H: -1.245 2.086 -4.178  0.405
H: -4.320 0.047 -2.518  0.446
H: -2.702 4.025 -1.267  0.389
H: -3.710 1.337 0.268  0.471
H: -0.822 -1.766 -4.487  0.430



# 2
Computed, not measured: a molecular structure, C10H19BBrClF2KNO7S in a non-equilibrium geometry, with wB97M-V/def2-TZVPD.

Summary:
- Lowest unoccupied orbital energy: -0.1449 hartree
- HOMO level: -5.4 eV
- F_max: 6.3 eV/Å
- ΔE to the lowest compared entry with this formula, charge and spin: 2.8714 eV

Last column: Mulliken charge in e.
Geometry (Å):
C: -1.506 -0.054 0.802  -0.807
C: -2.222 -0.174 -0.667  -0.182
C: -1.454 0.611 -1.884  -0.504
S: -1.797 -0.404 -3.457  0.628
C: -0.237 -0.669 -4.461  -0.645
C: -0.152 -2.310 -4.755  -0.025
C: 0.556 -2.952 -3.393  -0.800
Br: 0.786 -2.776 -6.458  -0.119
O: -2.863 0.495 -4.487  -0.180
N: -4.042 -0.191 -4.360  0.006
O: -3.834 -1.184 -3.644  -0.773
H: -2.014 0.752 1.514  0.240
H: -0.345 0.091 0.783  0.138
H: -1.694 -1.098 1.349  0.291
H: -3.321 0.277 -0.564  0.196
H: -2.359 -1.318 -0.917  0.216
H: -0.308 0.787 -1.721  0.363
H: -2.049 1.631 -2.052  0.331
H: -0.312 -0.154 -5.529  0.417
H: 0.747 -0.278 -3.953  0.419
H: -1.227 -2.811 -4.814  0.103
H: 1.287 -2.153 -2.942  0.256
H: 1.091 -3.946 -3.704  0.354
H: -0.344 -3.114 -2.630  0.221
B: 0.533 3.413 3.007  0.571
O: 0.378 2.239 2.141  -0.260
C: 0.970 2.528 0.974  0.843
O: 1.023 1.762 0.025  -0.670
C: 1.519 3.856 1.022  0.260
O: 2.121 4.419 0.122  -0.618
O: 1.273 4.405 2.220  -0.465
F: 1.285 3.058 4.201  -0.370
F: -0.772 3.939 3.376  -0.359
C: 2.810 -0.764 5.825  -1.148
C: 2.019 -0.383 4.591  0.199
O: 2.649 0.703 3.928  -0.361
H: 2.889 0.088 6.510  0.279
H: 2.336 -1.597 6.351  0.421
H: 3.832 -1.052 5.557  0.349
H: 1.006 -0.075 4.865  0.289
H: 1.948 -1.225 3.896  0.049
H: 3.545 0.417 3.681  0.276
K: -4.588 -2.630 -4.929  0.935
Cl: 0.838 -2.157 4.580  -0.364



# 3
Computed, not measured: a molecular structure, C10H19BF4MnN5OPS in a non-equilibrium geometry, with wB97M-V/def2-TZVPD.

Summary:
- Lowest unoccupied orbital energy (alpha / beta): -0.1226 / -0.1170 hartree
- Total charge: +1
- HOMO level (alpha / beta): -10.7 / -10.8 eV
- F_max: 2.0 eV/Å
- Spin multiplicity: 5
- ΔE to the lowest compared entry with this formula, charge and spin: 1.5443 eV

Last column: Löwdin spin population.
Geometry (Å):
Mn: -2.163 -2.315 -0.257  3.947
N: 1.949 -2.624 -0.676  0.003
C: 0.617 -2.708 -0.785  0.004
O: -0.125 -1.770 -0.450  0.006
C: 0.001 -3.973 -1.285  -0.022
C: -1.276 -4.172 -0.448  -0.185
H: 2.385 -1.833 -0.229  0.000
H: 2.539 -3.402 -0.923  0.000
H: 0.688 -4.820 -1.223  -0.008
H: -0.280 -3.832 -2.336  0.000
H: -0.978 -4.471 0.572  0.001
H: -1.858 -4.996 -0.865  -0.002
F: -2.820 -0.469 -0.932  0.040
B: -3.184 0.084 0.367  0.006
F: -2.492 -0.844 1.261  0.045
F: -2.625 1.322 0.493  0.002
F: -4.497 0.037 0.562  0.001
C: 2.061 3.481 -0.345  0.000
N: 2.482 2.007 -0.401  0.000
C: 2.542 1.503 1.038  0.000
N: 1.330 1.730 1.718  0.000
C: 0.984 3.143 1.719  0.000
N: 0.856 3.637 0.360  0.000
C: -0.304 3.099 -0.329  0.000
P: -0.280 1.227 -0.517  0.000
C: 1.507 1.218 -1.182  0.000
C: 0.230 0.903 1.259  0.000
H: 1.963 3.839 -1.374  0.000
H: 2.868 4.020 0.163  0.000
H: 3.406 1.940 -0.837  0.000
H: 3.357 2.037 1.537  0.000
H: 2.767 0.431 1.004  0.000
H: 1.771 3.705 2.233  0.000
H: 0.039 3.287 2.243  0.000
H: -0.372 3.562 -1.316  0.000
H: -1.203 3.376 0.222  0.000
H: 1.472 1.611 -2.201  0.000
H: 1.846 0.179 -1.232  0.000
H: 0.503 -0.149 1.366  0.000
H: -0.631 1.091 1.900  0.000
S: -6.401 -3.710 0.310  0.125
C: -4.906 -3.325 0.021  0.054
N: -3.769 -3.056 -0.203  -0.017



# 4
Computed, not measured: a molecular structure, C10H19BF8OP2Tc, with wB97M-V/def2-TZVPD.

Summary:
- Lowest unoccupied orbital energy (alpha / beta): -0.3398 / -0.3306 hartree
- Total charge: +2
- HOMO level (alpha / beta): -17.2 / -17.0 eV
- F_max: 0.4 eV/Å
- Spin multiplicity: 2
- ΔE to the lowest compared entry with this formula, charge and spin: 0.0000 eV

Last column: Löwdin spin population.
Geometry (Å):
Tc: 0.161 -0.223 -0.431  0.902
C: -1.890 2.108 0.761  0.011
P: -0.412 2.052 -0.289  0.003
C: -0.786 2.968 -1.793  -0.003
C: 0.931 2.914 0.616  -0.002
C: 1.392 2.070 1.805  -0.003
P: 1.772 0.357 1.262  -0.009
C: 3.491 0.319 0.702  0.002
C: 1.625 -0.760 2.676  -0.003
H: -2.123 3.152 0.984  0.002
H: -1.743 1.568 1.695  0.000
H: -2.729 1.664 0.227  0.000
H: -1.068 3.994 -1.552  -0.001
H: -1.615 2.486 -2.312  0.000
H: 0.078 2.980 -2.455  0.000
H: 0.586 3.899 0.939  -0.001
H: 1.751 3.087 -0.087  0.000
H: 0.611 2.012 2.567  0.000
H: 2.268 2.512 2.287  0.000
H: 4.131 0.549 1.557  0.000
H: 3.666 1.056 -0.080  0.000
H: 3.744 -0.669 0.316  0.000
H: 2.269 -0.409 3.486  -0.001
H: 1.941 -1.761 2.382  0.000
H: 0.597 -0.797 3.031  0.000
C: -2.798 -3.083 0.182  -0.001
C: -1.635 -2.418 -0.534  0.007
O: -1.272 -1.215 0.131  0.078
C: -0.348 -3.278 -0.478  0.005
F: -0.375 -4.362 -1.200  0.002
F: 0.721 -2.489 -0.944  0.007
F: -0.041 -3.567 0.775  0.000
C: -2.002 -1.992 -1.981  0.001
F: -3.244 -1.576 -2.071  0.000
F: -1.199 -0.888 -2.298  -0.001
F: -1.758 -2.905 -2.892  0.000
H: -2.501 -3.361 1.190  0.000
H: -3.092 -3.984 -0.359  0.000
H: -3.648 -2.408 0.224  0.000
F: 0.706 0.502 -3.418  -0.002
B: 1.276 0.075 -2.328  0.004
F: 2.562 -0.177 -2.293  0.002



# 5
Computed, not measured: a single C10H19BO2 molecule in a non-equilibrium geometry, with wB97M-V/def2-TZVPD.

Summary:
- Lowest unoccupied orbital energy: 0.0277 hartree
- Structure (SMILES): CCB1O[C@@H]2CCC[C@]2(C(C)C)O1
- HOMO level: -10.0 eV
- F_max: 4.3 eV/Å
- ΔE to the lowest compared entry with this formula, charge and spin: 0.1197 eV

Last column: Mulliken charge in e.
Geometry (Å):
B: 1.441 0.525 -0.252  1.021
C: -1.236 2.276 1.025  -0.933
C: -1.267 2.416 -0.527  -1.018
C: -1.391 0.759 1.297  -0.938
C: -0.616 1.082 -1.009  -0.321
C: -0.742 0.004 0.068  0.926
C: 3.461 -0.718 0.786  -0.893
C: -0.561 -1.889 -1.611  -0.969
C: -1.732 -2.220 0.670  -1.167
C: 3.079 0.387 -0.177  -0.565
C: -1.417 -1.229 -0.531  0.096
O: 0.829 1.365 -1.087  -0.643
O: 0.590 -0.298 0.451  -0.725
H: -0.308 2.844 1.208  0.338
H: -2.005 2.790 1.388  0.513
H: -2.181 2.355 -1.064  0.450
H: -0.816 3.364 -0.737  0.377
H: -0.915 0.592 2.166  0.312
H: -2.447 0.320 1.340  0.465
H: -1.033 0.958 -2.083  0.202
H: 2.811 -1.520 0.682  0.199
H: 4.507 -1.054 0.444  0.289
H: 3.465 -0.305 1.891  0.216
H: 0.532 -2.054 -1.132  0.130
H: -0.462 -1.240 -2.606  0.233
H: -0.996 -2.923 -1.717  0.427
H: -0.739 -2.400 1.318  0.184
H: -1.917 -3.221 0.239  0.390
H: -2.408 -1.758 1.385  0.360
H: 3.320 1.425 0.078  0.312
H: 3.592 0.177 -1.105  0.372
H: -2.440 -0.810 -0.797  0.358



# 6
Computed, not measured: 4 unconnected molecules or ions with the total composition C10H19Br8NO2 in a non-equilibrium geometry, with wB97M-V/def2-TZVPD.

Summary:
- Lowest unoccupied orbital energy: 0.0049 hartree
- Structure (SMILES): C[C@H](Br)[C@H](Br)OC(N)=O.BrCCBr.BrCCBr.BrCCBr
- HOMO level: -9.9 eV
- F_max: 2.8 eV/Å

Last column: Mulliken charge in e.
Geometry (Å):
C: 0.246 -1.962 2.017  -1.142
C: 1.686 -2.429 1.865  0.540
Br: 1.738 -4.374 1.876  -0.071
C: 2.645 -1.803 2.895  -0.453
Br: 2.657 -2.670 4.639  -0.105
O: 2.292 -0.471 3.206  -0.294
C: 2.500 0.549 2.313  0.578
N: 3.111 0.265 1.074  -0.402
O: 2.142 1.678 2.637  -0.535
H: -0.391 -2.704 1.535  0.476
H: -0.040 -1.932 3.067  0.295
H: 0.073 -1.008 1.521  0.207
H: 2.052 -2.135 0.890  -0.127
H: 3.675 -1.862 2.546  0.533
H: 2.439 0.159 0.327  0.107
H: 3.779 -0.488 1.097  0.350
Br: -0.282 1.811 -0.710  -0.045
C: -0.462 3.465 0.296  -0.674
C: -1.475 3.334 1.400  -0.514
Br: -3.283 3.272 0.683  -0.147
H: -0.737 4.226 -0.426  0.409
H: 0.522 3.681 0.705  0.340
H: -1.440 4.195 2.063  0.371
H: -1.343 2.427 1.973  0.292
Br: -3.417 -0.880 -1.477  -0.120
C: -4.902 0.374 -1.382  -0.371
C: -5.683 0.420 -2.667  -0.583
Br: -4.730 1.386 -4.061  -0.135
H: -4.473 1.335 -1.122  0.104
H: -5.530 0.022 -0.568  0.364
H: -6.616 0.959 -2.522  0.352
H: -5.890 -0.569 -3.061  0.372
Br: 0.676 -1.755 -1.651  -0.113
C: 2.147 -1.761 -2.929  -0.586
C: 2.928 -0.481 -2.796  -0.369
Br: 1.932 0.996 -3.571  -0.091
H: 1.720 -1.886 -3.917  0.412
H: 2.751 -2.632 -2.682  0.338
H: 3.876 -0.520 -3.326  0.378
H: 3.108 -0.233 -1.755  0.059